C5H6N2O2S in the gas phase, computed with wB97M-V/def2-TZVPD.

Properties
E: -852.1534 a.u.
Largest force on an atom: 5.10 eV Å⁻¹
Highest occupied orbital energy (alpha / beta): -8.8 / -8.8 eV
Lowest unoccupied orbital energy (alpha / beta): -0.2 / -0.2 eV
Energy relative to the best compared isomer or geometry (same formula, charge and spin): 5.424 eV

```
! wB97M-V def2-TZVPD RIJCOSX def2/J DEFGRID3
* xyz 0 1
C -1.572 0.708 -0.021
C 0.265 -0.878 -0.496
C -0.763 1.884 -0.109
C -1.095 -0.598 -0.127
C 1.175 0.076 -0.423
N 0.510 1.922 -0.124
N -2.039 -1.671 0.098
O 3.163 0.869 0.789
O 3.028 -1.621 0.155
S 2.993 -0.244 -0.393
H -2.662 0.899 0.049
H 0.637 -1.918 -0.505
H -1.359 2.803 -0.257
H 2.547 1.688 0.716
H -2.956 -1.402 0.149
H -1.872 -2.516 0.498
*
```

These are the natural (NBO) partial charges, in e, on atoms 1 to 5:
1. C -0.345
2. C -0.356
3. C 0.038
4. C 0.245
5. C -0.044